1.
Computed, not measured: a cluster of 2 separate species, C4H7NO2 in total, with wB97M-V/def2-TZVPD.

The geometry in XYZ format:
```
14
Properties=species:S:1:pos:R:3:nbo_charge:R:1
N 0.20 2.64 0.80 -0.82
C -0.28 1.41 1.13 0.55
O -0.25 0.89 2.22 -0.60
C 0.73 0.12 -1.23 -0.11
C 0.91 -1.25 -0.87 -0.17
C -0.24 -1.82 -0.07 -0.01
O 0.03 -2.30 -1.34 -0.47
H 0.79 3.09 1.49 0.39
H 0.48 2.75 -0.17 0.41
H -0.19 0.16 -1.84 0.12
H -0.78 0.93 0.27 0.10
H 1.89 -1.61 -0.56 0.22
H -1.17 -1.26 0.06 0.20
H 0.05 -2.45 0.77 0.21
```

The total energy is -361.67298 Ha. The value obtained for the energy above the lowest of the compared OMol25 structures with the same formula, charge and spin is 545.8 kJ/mol.

=====

2.
Computed, not measured: a structure of composition C25H46IrO3P2S, with wB97M-V/def2-TZVPD.

The geometry in XYZ format:
```
78
Properties=species:S:1:pos:R:3:mulliken_charge:R:1
Ir 0.41 0.47 -1.20 0.13
C 0.72 0.35 1.21 0.37
C 1.83 0.87 0.46 0.72
C -0.05 2.18 0.00 0.81
C -0.43 1.15 0.93 0.28
C 1.37 2.04 -0.27 0.20
C 0.79 -0.78 2.18 -1.16
H 1.66 -1.41 1.98 0.34
H -0.13 -1.39 2.12 0.12
H 0.87 -0.39 3.20 0.36
C -1.77 1.00 1.55 -1.06
H -2.09 -0.05 1.56 0.13
H -2.51 1.61 1.02 0.34
H -1.74 1.34 2.60 0.34
C -0.94 3.27 -0.51 -1.53
H -1.06 4.05 0.25 0.34
H -1.93 2.87 -0.73 0.42
H -0.52 3.72 -1.41 0.29
C 2.23 3.00 -1.04 -1.14
H 2.58 3.80 -0.39 0.33
H 1.65 3.44 -1.85 0.29
H 3.09 2.47 -1.45 0.33
C 3.24 0.38 0.52 -1.74
H 3.77 0.85 1.35 0.34
H 3.77 0.62 -0.41 0.38
H 3.26 -0.70 0.68 0.40
C -1.10 -1.41 -1.35 -1.00
C 0.05 -2.13 -1.07 -0.32
C 1.07 -2.59 -2.05 -1.33
C 1.37 -1.64 -3.23 -0.09
C 1.12 -0.17 -3.02 -0.76
C -0.08 0.58 -3.18 -0.17
C -1.50 0.10 -3.35 -1.24
C -1.74 -1.27 -2.71 0.00
H 0.75 -3.58 -2.44 0.40
H 0.85 -1.99 -4.14 -1.31
H 2.01 -2.78 -1.51 0.40
H -1.38 -2.07 -3.37 -0.52
H -1.79 -1.26 -0.51 0.80
H 0.16 -2.50 -0.05 0.58
H -2.83 -1.41 -2.58 0.57
H -2.17 0.84 -2.89 0.32
H 0.10 1.64 -3.47 1.71
H -1.77 0.09 -4.42 0.42
H 2.45 -1.74 -3.46 0.71
H 2.00 0.43 -3.28 0.70
P -0.64 -1.85 -5.69 1.05
P -0.25 1.43 -5.79 1.43
C -0.42 -0.97 -7.34 -1.27
C -0.89 0.48 -7.29 -1.26
H -0.98 -1.54 -8.10 0.56
H 0.65 -1.04 -7.59 0.46
H -0.54 1.03 -8.18 0.66
H -1.99 0.54 -7.28 0.45
C -1.19 2.94 -6.20 -1.33
H -0.83 3.77 -5.58 0.42
H -2.26 2.77 -5.97 0.40
H -1.09 3.19 -7.26 0.42
C 1.42 1.83 -6.43 -1.48
H 1.38 2.09 -7.50 0.45
H 2.08 0.97 -6.28 0.34
H 1.81 2.69 -5.86 0.43
C -2.43 -2.30 -5.89 -1.39
H -2.77 -2.79 -4.96 0.42
H -2.56 -3.00 -6.73 0.46
H -3.04 -1.41 -6.06 0.37
C 0.11 -3.43 -6.28 -1.20
H 1.09 -3.23 -6.74 0.37
H -0.53 -3.93 -7.01 0.45
H 0.27 -4.10 -5.42 0.37
C -2.86 -3.99 3.19 -0.97
S -2.45 -3.58 1.49 1.16
O -1.46 -4.56 1.08 -0.72
O -3.72 -3.60 0.75 -0.73
O -1.89 -2.21 1.63 -0.71
H -3.37 -4.95 3.22 0.37
H -3.52 -3.20 3.59 0.28
H -1.94 -4.01 3.76 0.25
```

Its multiplicity is 5. The total energy is -2390.64164 Ha. Its total charge is +1. As for the expectation value of S²: 6.018. The value obtained for the energy above the lowest of the compared OMol25 structures with the same formula, charge and spin is 0.0 kJ/mol.

=====

3.
Computed, not measured: a cluster of 3 separate species, C4H12O2 in total, with wB97M-V/def2-TZVPD.

The geometry in XYZ format:
```
18
Properties=species:S:1:pos:R:3:nbo_charge:R:1
C -1.03 -1.67 -0.33 -0.46
C -0.17 -0.61 -0.13 0.01
C 0.22 0.20 -1.40 -0.65
C 0.33 -0.10 1.11 -0.68
H -1.61 -2.35 0.33 0.21
H -0.99 -2.07 -1.42 0.20
H -0.19 -0.36 -2.30 0.22
H -0.34 1.16 -1.51 0.24
H 1.39 0.19 -1.55 0.21
H 0.94 -0.92 1.65 0.24
H 1.00 0.80 1.01 0.21
H -0.41 0.20 1.90 0.25
O 3.96 1.76 -0.55 -0.93
H 3.75 2.41 0.14 0.47
H 3.33 1.06 -0.36 0.46
O -3.34 0.25 1.47 -0.95
H -4.13 0.31 0.92 0.47
H -2.70 -0.27 1.03 0.47
```

The total energy is -310.01430 Ha. The SMILES is C=C(C)C.O.O. The value obtained for the energy above the lowest of the compared OMol25 structures with the same formula, charge and spin is 153.9 kJ/mol.

=====

4.
Computed, not measured: a structure of composition C10H27KO8S2, with wB97M-V/def2-TZVPD.

The geometry in XYZ format:
```
48
Properties=species:S:1:pos:R:3:nbo_charge:R:1
K 1.00 1.01 1.80 0.97
C -3.27 0.08 3.00 -0.63
C -2.53 1.12 3.82 0.12
C -2.34 0.61 5.27 -0.64
O -1.35 1.52 3.24 -1.02
H -3.70 0.48 2.08 0.20
H -4.13 -0.33 3.54 0.18
H -2.62 -0.77 2.78 0.19
H -3.20 2.00 3.93 0.11
H -1.92 1.39 5.90 0.20
H -1.70 -0.29 5.28 0.18
H -3.26 0.26 5.75 0.19
C 0.90 -0.75 5.23 -0.25
O 0.47 -0.59 3.91 -0.82
H 1.99 -0.91 5.26 0.16
H 0.76 0.15 5.83 0.18
H 0.46 -1.60 5.76 0.16
H -0.28 0.06 3.86 0.52
O 0.15 -1.04 -0.14 -0.95
S -0.02 -2.12 -1.07 2.38
O -1.19 -2.92 -1.08 -0.91
O 0.17 -1.42 -2.52 -0.73
C -0.39 -2.13 -3.65 -0.08
C -0.15 -1.29 -4.88 -0.63
C 1.44 -3.17 -1.05 -0.87
H -1.45 -2.32 -3.51 0.21
H 0.13 -3.09 -3.75 0.18
H -0.51 -0.26 -4.78 0.22
H -0.71 -1.70 -5.73 0.23
H 0.90 -1.18 -5.12 0.21
H 2.28 -2.51 -1.24 0.24
H 1.32 -3.88 -1.86 0.24
H 1.50 -3.67 -0.09 0.26
O 1.01 2.77 -0.28 -0.98
S 1.04 3.36 -1.59 2.39
O 1.39 4.72 -1.74 -0.90
O 2.05 2.49 -2.51 -0.72
C 2.41 1.17 -2.08 -0.08
C 2.72 0.36 -3.33 -0.63
C -0.48 3.05 -2.50 -0.87
H 1.62 0.68 -1.50 0.20
H 3.26 1.24 -1.40 0.18
H 2.68 -0.70 -3.06 0.21
H 3.76 0.48 -3.66 0.22
H 2.03 0.64 -4.12 0.22
H -0.24 3.19 -3.54 0.25
H -1.21 3.78 -2.17 0.26
H -0.81 2.03 -2.28 0.25
```

The total energy is -2395.40114 Ha. The value obtained for the energy above the lowest of the compared OMol25 structures with the same formula, charge and spin is 0.0 kJ/mol.

=====

5.
Computed, not measured: the molecule C18H26NOP, with wB97M-V/def2-TZVPD.

The geometry in XYZ format:
```
47
Properties=species:S:1:pos:R:3:nbo_charge:R:1
C 2.38 -0.14 -2.38 -0.59
C 0.90 -0.45 -2.23 -0.11
C 0.11 -0.02 -3.45 -0.60
C 0.74 -2.00 -2.12 -0.61
C 0.38 0.26 -0.99 0.28
C 0.03 1.61 -1.02 -0.71
P -0.31 2.44 0.45 1.91
O -1.48 3.33 0.14 -1.10
C 1.17 3.31 1.16 -0.32
C 2.43 2.75 1.19 -0.22
C 3.54 3.30 1.85 -0.22
C 3.35 4.54 2.53 -0.20
C 2.08 5.16 2.47 -0.22
C 1.01 4.53 1.81 -0.21
C -0.78 1.19 1.58 -0.67
C -0.47 -0.11 1.33 0.25
C -0.89 -1.14 2.38 -0.08
C -0.52 -2.55 1.87 -0.61
C -0.10 -0.85 3.70 -0.59
C -2.42 -1.16 2.66 -0.59
N 0.34 -0.44 0.25 -0.62
H 2.86 -0.81 -3.18 0.21
H 2.88 -0.37 -1.44 0.21
H 2.58 0.92 -2.60 0.22
H -0.95 -0.12 -3.29 0.22
H 0.42 -0.62 -4.32 0.21
H 0.31 1.02 -3.77 0.22
H -0.33 -2.21 -1.95 0.22
H 1.35 -2.44 -1.33 0.20
H 1.07 -2.47 -3.02 0.22
H 0.07 2.24 -1.90 0.26
H 2.59 1.79 0.68 0.21
H 4.52 2.79 1.84 0.22
H 4.14 5.06 3.02 0.21
H 2.02 6.14 2.96 0.22
H -0.02 4.94 1.79 0.24
H -1.34 1.52 2.45 0.25
H 0.52 -2.67 1.62 0.20
H -1.09 -2.80 0.97 0.21
H -0.79 -3.32 2.60 0.22
H -0.46 0.00 4.25 0.22
H -0.16 -1.69 4.37 0.21
H 0.96 -0.68 3.46 0.21
H -2.62 -1.84 3.49 0.21
H -3.02 -1.50 1.80 0.22
H -2.71 -0.15 2.97 0.22
H 0.61 -1.42 0.19 0.41
```

The total energy is -1172.84279 Ha. The SMILES is CC(C)(C)C1=CP(=O)(c2ccccc2)C=C(C(C)(C)C)N1. The value obtained for the energy above the lowest of the compared OMol25 structures with the same formula, charge and spin is 25.3 kJ/mol.

=====

6.
Computed, not measured: a cluster of 2 separate species, C2HBN2 in total, with wB97M-V/def2-TZVPD.

The geometry in XYZ format:
```
6
Properties=species:S:1:pos:R:3:nbo_charge:R:1
B -0.14 -0.07 0.16 0.64
C 0.23 1.36 0.12 -0.16
C 0.57 -1.42 0.05 -0.12
N 0.60 2.45 0.02 -0.15
N 1.05 -2.49 0.04 -0.16
H -2.31 0.18 -0.38 -0.05
```

The total energy is -211.00199 Ha. The value obtained for the energy above the lowest of the compared OMol25 structures with the same formula, charge and spin is 0.0 kJ/mol.

=====

7.
Computed, not measured: a structure of composition C3H23HfO10, with wB97M-V/def2-TZVPD.

The geometry in XYZ format:
```
37
Properties=species:S:1:pos:R:3:mulliken_charge:R:1
Hf 1.49 -0.88 0.86 1.09
C -0.68 -2.74 1.86 -0.37
O 0.55 -2.59 1.20 -0.68
H -0.81 -1.73 2.15 0.26
H -0.41 -3.41 2.69 0.25
H -1.38 -3.08 1.06 0.17
C 2.13 -2.31 -1.92 -0.90
O 2.10 -1.31 -0.97 -0.58
H 2.52 -3.23 -1.46 0.29
H 2.87 -1.89 -2.51 0.48
H 1.14 -2.39 -2.31 0.30
C -0.69 0.07 -1.07 -0.57
O 0.01 0.18 0.10 0.71
H -0.65 -1.08 -1.15 0.23
H -0.21 0.42 -1.98 -0.03
H -1.72 0.27 -0.95 0.27
O -1.98 1.67 1.83 -0.60
H -1.73 1.48 0.96 0.17
H -1.41 2.39 2.08 0.30
O 2.75 0.76 -3.07 -0.64
H 2.70 -0.17 -2.81 0.25
H 1.84 0.96 -3.25 0.30
O 0.69 3.12 -0.23 -0.67
H -0.22 3.46 -0.12 0.29
H 0.72 3.17 -1.20 0.31
O 0.88 0.13 2.64 -0.44
H 1.10 -0.21 3.53 0.31
H 0.47 0.99 2.90 0.28
O -2.88 2.44 -0.74 -0.57
H -3.64 1.93 -0.78 0.28
H -3.04 3.04 -0.07 0.32
O -3.52 -1.26 0.86 -0.62
H -2.69 -1.21 0.42 0.27
H -4.17 -1.27 0.18 0.30
O 2.46 1.05 0.39 -0.40
H 3.38 1.28 0.53 0.31
H 2.04 1.96 0.34 0.34
```

The total energy is -928.31651 Ha. Its total charge is +1.

=====

8.
Computed, not measured: the molecule C17H22FN5O3, with wB97M-V/def2-TZVPD.

The geometry in XYZ format:
```
48
Properties=species:S:1:pos:R:3:nbo_charge:R:1
C -6.48 -1.15 -0.15 -0.40
N -5.36 -0.35 -0.60 -0.43
C -4.14 -1.14 -0.71 -0.23
C -3.03 -0.27 -1.29 -0.23
N -2.79 0.87 -0.42 -0.46
C -1.65 1.65 -0.86 -0.32
C -0.34 0.98 -0.49 0.68
O 0.72 1.19 -1.04 -0.59
N -0.47 0.10 0.55 -0.47
N 0.66 -0.37 1.18 -0.28
C 1.17 -1.67 0.78 -0.32
C 2.55 -1.57 0.13 0.68
O 2.86 -2.20 -0.85 -0.59
N 3.36 -0.71 0.81 -0.46
C 4.60 -0.29 0.26 0.21
C 5.52 -1.23 -0.19 -0.20
C 6.72 -0.82 -0.73 -0.28
C 6.98 0.54 -0.82 0.40
F 8.16 0.94 -1.34 -0.32
C 6.08 1.49 -0.39 -0.28
C 4.87 1.07 0.14 -0.23
C 2.87 -0.10 2.02 -0.31
C 1.50 0.52 1.78 0.68
O 1.17 1.64 2.10 -0.58
C -4.01 1.65 -0.31 -0.22
C -5.12 0.79 0.27 -0.23
H -6.64 -1.97 -0.85 0.20
H -6.32 -1.58 0.86 0.16
H -7.37 -0.53 -0.12 0.20
H -4.33 -1.98 -1.37 0.21
H -3.82 -1.53 0.27 0.16
H -2.11 -0.85 -1.38 0.21
H -3.34 0.06 -2.30 0.18
H -1.65 1.85 -1.94 0.21
H -1.66 2.61 -0.34 0.23
H -1.35 0.11 1.05 0.42
H 1.23 -2.34 1.65 0.21
H 0.48 -2.11 0.05 0.25
H 5.29 -2.28 -0.12 0.24
H 7.45 -1.53 -1.08 0.23
H 6.31 2.54 -0.49 0.23
H 4.14 1.80 0.45 0.23
H 2.79 -0.85 2.81 0.22
H 3.56 0.68 2.35 0.25
H -3.83 2.50 0.35 0.21
H -4.33 2.03 -1.30 0.18
H -6.04 1.37 0.33 0.21
H -4.84 0.47 1.29 0.16
```

The total energy is -1260.37636 Ha. The SMILES is CN1CCN(CC(=O)NN2CC(=O)N(c3ccc(F)cc3)CC2=O)CC1. The value obtained for the energy above the lowest of the compared OMol25 structures with the same formula, charge and spin is 13.0 kJ/mol.